{
  "formula": "C5H5NO",
  "method": "ωB97M-V/def2-TZVPD",
  "charge": 0,
  "e_above_lowest_kj_mol": 197.6,
  "gap_ev": 9.813,
  "spin_multiplicity": 1,
  "homo_ev": -9.70,
  "smiles": "C#CC(=C)C(N)=O",
  "species": ["C", "C", "C", "C", "C", "N", "O", "H", "H", "H", "H", "H"],
  "coordinates": [[2.343, -0.438, -0.133], [1.235, -0.026, -0.182], [-0.073, 0.614, -0.135], [-0.236, 1.954, 0.082], [-1.249, -0.301, -0.109], [-0.848, -1.625, 0.075], [-2.415, 0.092, -0.171], [3.323, -0.856, 0.110], [0.617, 2.647, 0.086], [-1.311, 2.247, 0.121], [-1.486, -2.433, -0.030], [0.100, -1.874, 0.286]],
  "forces_ev_per_angstrom": [[2.7, -1.3, 0.7], [-2.1, 1.8, -0.1], [0.9, 1.5, 0.6], [-0.6, -1.9, -0.9], [-1.0, -1.0, 0.4], [-1.6, -0.3, -0.4], [1.6, -0.8, -0.2], [-0.9, 0.4, -0.5], [-0.7, -0.3, 0.1], [1.1, 0.2, 0.1], [0.3, 1.3, 0.2], [0.2, 0.3, -0.2]],
  "lowdin_charge": [0.119, -0.135, -0.237, 0.130, -0.490, 0.148, 0.041, 0.052, 0.085, 0.092, 0.127, 0.068]
}

***

{
  "formula": "C28H39AuBr4NO7PS",
  "method": "ωB97M-V/def2-TZVPD",
  "charge": 0,
  "e_above_lowest_kj_mol": 0.0,
  "gap_ev": 5.971,
  "spin_multiplicity": 1,
  "homo_ev": -8.39,
  "species": ["Au", "Br", "C", "C", "Br", "C", "Br", "C", "O", "C", "O", "C", "Br", "O", "C", "O", "C", "C", "C", "C", "C", "C", "N", "O", "O", "H", "H", "H", "H", "C", "C", "C", "P", "C", "C", "C", "C", "C", "C", "H", "H", "H", "H", "H", "H", "H", "H", "H", "H", "H", "H", "H", "H", "H", "H", "H", "H", "H", "H", "H", "C", "C", "C", "S", "O", "C", "C", "C", "H", "H", "H", "H", "H", "H", "H", "H", "H", "H", "H", "H", "H", "H"],
  "coordinates": [[0.051, -0.063, -0.102], [6.925, -4.549, 0.449], [5.641, -3.322, -0.134], [6.096, -2.127, -0.891], [7.933, -1.903, -1.173], [5.234, -1.208, -1.361], [5.729, 0.305, -2.332], [3.789, -1.328, -1.082], [2.975, -0.508, -1.410], [3.316, -2.581, -0.309], [2.140, -2.732, -0.118], [4.340, -3.548, 0.123], [3.685, -5.052, 1.011], [2.540, 3.344, -0.305], [2.117, 2.251, 0.027], [0.963, 1.781, -0.305], [3.026, 1.366, 0.862], [4.392, 1.432, 0.597], [5.273, 0.578, 1.233], [4.765, -0.319, 2.162], [3.425, -0.351, 2.505], [2.555, 0.501, 1.843], [5.687, -1.273, 2.798], [6.879, -1.107, 2.630], [5.204, -2.157, 3.481], [4.738, 2.150, -0.133], [6.333, 0.588, 1.022], [3.081, -1.046, 3.259], [1.501, 0.496, 2.091], [-3.542, -0.352, 0.800], [-3.036, -1.288, -0.300], [-3.104, -0.619, -1.674], [-1.310, -1.815, 0.063], [-0.911, -3.249, -1.027], [-2.116, -4.105, -1.421], [-0.137, -2.805, -2.271], [-1.355, -2.463, 1.787], [0.049, -2.799, 2.288], [-2.312, -3.632, 2.005], [-4.478, 0.111, 0.479], [-2.837, 0.457, 1.007], [-3.745, -0.883, 1.730], [-3.661, -2.186, -0.321], [-2.453, 0.256, -1.712], [-4.125, -0.282, -1.868], [-2.815, -1.297, -2.478], [-0.229, -3.848, -0.413], [-2.774, -3.559, -2.099], [-2.709, -4.432, -0.570], [-1.771, -4.994, -1.952], [-0.772, -2.226, -2.945], [0.216, -3.682, -2.818], [0.721, -2.189, -2.006], [-1.717, -1.604, 2.359], [0.490, -3.632, 1.737], [0.004, -3.085, 3.341], [0.725, -1.951, 2.183], [-1.945, -4.538, 1.518], [-3.318, -3.426, 1.636], [-2.387, -3.846, 3.073], [-5.717, 2.943, -1.675], [-4.667, 4.045, -1.755], [-3.959, 4.269, -0.419], [-2.609, 3.073, -0.217], [-2.191, 3.093, 1.215], [-1.323, 3.931, -1.189], [-0.415, 4.804, -0.334], [-1.071, 6.060, 0.224], [-6.154, 2.734, -2.652], [-6.523, 3.223, -0.995], [-5.274, 2.017, -1.301], [-5.124, 4.981, -2.082], [-3.932, 3.789, -2.525], [-4.622, 4.053, 0.422], [-3.572, 5.279, -0.299], [-1.829, 4.496, -1.975], [-0.738, 3.135, -1.651], [0.447, 5.067, -0.951], [-0.017, 4.195, 0.475], [-1.543, 6.655, -0.564], [-0.326, 6.691, 0.709], [-1.824, 5.811, 0.972]],
  "forces_ev_per_angstrom": [[0.0, 0.5, -0.1], [0.0, 0.0, 0.0], [0.0, -0.1, 0.0], [0.0, 0.1, 0.0], [0.0, 0.0, 0.0], [0.0, 0.0, 0.0], [0.0, -0.1, -0.1], [-0.1, 0.0, 0.0], [0.1, -0.2, -0.1], [0.0, 0.0, -0.1], [0.0, 0.0, 0.0], [0.1, 0.1, 0.0], [0.0, 0.0, 0.1], [0.0, 0.0, 0.0], [0.1, 0.0, 0.0], [-0.1, -0.1, 0.0], [0.1, 0.0, 0.0], [-0.1, 0.1, 0.1], [0.0, 0.0, 0.1], [0.0, 0.0, -0.2], [-0.1, -0.1, -0.1], [0.0, 0.0, 0.0], [0.0, 0.2, 0.3], [0.0, -0.1, -0.2], [0.0, -0.1, -0.1], [0.0, 0.0, 0.0], [0.0, 0.0, 0.0], [0.0, 0.0, 0.0], [0.0, 0.0, 0.0], [-0.1, 0.0, 0.0], [0.0, -0.1, 0.0], [0.0, 0.0, 0.0], [-0.2, -0.2, 0.1], [0.1, 0.0, 0.0], [0.0, 0.0, 0.0], [0.0, 0.0, 0.0], [0.0, 0.0, 0.0], [0.0, 0.0, 0.0], [0.0, 0.0, 0.0], [0.0, 0.0, 0.0], [0.0, 0.0, 0.0], [0.0, 0.0, 0.0], [0.0, 0.0, 0.0], [0.0, 0.0, 0.0], [0.0, 0.0, 0.0], [0.0, 0.0, 0.0], [0.0, 0.0, 0.0], [0.0, 0.0, 0.0], [0.0, 0.0, 0.0], [0.0, 0.0, 0.0], [0.0, 0.0, 0.0], [0.0, 0.0, 0.0], [0.0, 0.0, 0.0], [0.0, 0.0, 0.0], [0.0, 0.0, 0.0], [0.0, 0.0, 0.0], [0.0, 0.0, 0.0], [0.0, 0.0, 0.0], [0.0, 0.0, 0.0], [0.0, 0.0, 0.0], [0.0, 0.0, 0.0], [0.0, 0.0, 0.0], [0.0, 0.0, 0.0], [0.1, 0.0, -0.1], [0.0, -0.1, 0.1], [0.0, 0.0, 0.1], [0.0, 0.0, -0.1], [0.0, 0.0, 0.0], [0.0, 0.0, 0.0], [0.0, 0.0, 0.0], [0.0, 0.0, 0.0], [0.0, 0.0, 0.0], [0.0, 0.0, 0.0], [0.0, 0.0, 0.0], [0.0, 0.0, 0.0], [0.0, 0.0, 0.0], [0.0, 0.0, 0.0], [0.0, 0.0, 0.0], [0.0, 0.0, 0.0], [0.0, 0.0, 0.0], [0.0, 0.0, 0.0], [0.0, 0.0, 0.0]],
  "lowdin_charge": [0.815, 0.801, -0.725, -0.726, 0.796, -0.667, 0.885, -0.343, 0.102, -0.336, 0.062, -0.666, 0.842, 0.065, -0.606, -0.226, -0.130, -0.037, -0.010, -0.150, 0.008, -0.033, -0.349, 0.071, 0.070, 0.107, 0.121, 0.121, 0.094, -0.117, -0.541, -0.120, 0.882, -0.517, -0.104, -0.125, -0.536, -0.120, -0.104, 0.078, 0.041, 0.070, 0.099, 0.047, 0.076, 0.057, 0.095, 0.072, 0.057, 0.085, 0.070, 0.084, 0.030, 0.101, 0.059, 0.086, 0.039, 0.075, 0.069, 0.083, -0.112, -0.303, -0.349, 0.873, -0.528, -0.332, -0.295, -0.111, 0.073, 0.077, 0.048, 0.108, 0.095, 0.094, 0.074, 0.086, 0.069, 0.110, 0.089, 0.073, 0.073, 0.062]
}

***

{
  "formula": "C10H9Br2NOPt",
  "method": "ωB97M-V/def2-TZVPD",
  "s_squared": 6.034,
  "charge": 2,
  "e_above_lowest_kj_mol": 1.3,
  "gap_ev": [5.783, 4.976],
  "spin_multiplicity": 5,
  "homo_ev": [-13.43, -17.02],
  "species": ["Pt", "C", "H", "H", "H", "H", "H", "Br", "C", "C", "C", "Br", "C", "C", "C", "C", "N", "C", "C", "O", "H", "H", "H", "H"],
  "coordinates": [[-1.727, 0.636, -1.300], [-2.065, 2.229, -2.390], [-2.406, 3.021, -1.702], [-1.161, 2.582, -2.902], [-2.888, 2.089, -3.112], [-3.031, -0.407, -1.208], [-2.711, -0.564, -1.967], [2.899, 2.746, -1.101], [2.281, 1.287, -0.108], [3.061, 0.562, 0.791], [2.553, -0.537, 1.499], [3.653, -1.423, 2.773], [1.218, -1.014, 1.302], [0.569, -2.117, 1.912], [-0.763, -2.377, 1.611], [-1.471, -1.566, 0.715], [-0.857, -0.533, 0.102], [0.449, -0.257, 0.376], [0.920, 0.889, -0.303], [0.064, 1.522, -1.045], [4.091, 0.859, 0.949], [1.140, -2.725, 2.609], [-1.299, -3.214, 2.059], [-2.520, -1.687, 0.439]],
  "forces_ev_per_angstrom": [[1.4, -2.6, -0.4], [-0.5, 3.5, -0.5], [0.2, -0.2, -0.2], [-0.1, -0.4, 0.3], [0.0, -0.9, 0.2], [-1.0, 0.4, 0.5], [0.1, 0.0, -0.7], [-0.2, -1.2, 1.0], [0.1, 1.7, -1.3], [1.3, 0.7, -0.1], [-0.3, -2.0, 1.6], [-0.6, 0.9, -1.0], [-0.3, -0.2, -0.1], [1.3, 0.4, 0.2], [-1.6, 0.3, -0.9], [-0.2, -1.7, 1.4], [1.2, 0.9, 0.3], [-0.5, 0.3, -0.3], [-1.3, -0.4, 0.0], [0.8, 0.7, -0.2], [0.0, 0.0, 0.0], [-0.3, 0.0, -0.1], [0.3, 0.3, -0.1], [0.4, -0.4, 0.5]],
  "mulliken_spin": [0.498, 0.287, 0.002, 0.000, 0.084, -0.009, 0.022, 0.382, 0.362, 0.181, 0.388, 0.160, -0.018, 0.321, 0.032, 0.255, 0.324, 0.228, 0.264, 0.207, -0.009, 0.017, 0.007, 0.017]
}

***

{
  "formula": "C4H15F4N3O11PbS4",
  "method": "ωB97M-V/def2-TZVPD",
  "charge": 0,
  "e_above_lowest_kj_mol": 1094.6,
  "gap_ev": 3.608,
  "spin_multiplicity": 1,
  "homo_ev": -9.71,
  "species": ["Pb", "N", "S", "O", "O", "F", "S", "O", "O", "F", "N", "S", "O", "O", "F", "S", "O", "O", "F", "O", "H", "H", "O", "H", "H", "C", "C", "C", "O", "C", "N", "H", "H", "H", "H", "H", "H", "H", "H", "H", "H", "H"],
  "coordinates": [[0.220, -0.515, -0.750], [4.170, 0.369, -1.420], [5.229, 0.285, -2.491], [5.994, -0.970, -2.598], [5.904, 1.493, -2.923], [4.219, 0.062, -3.709], [5.450, 0.706, -0.328], [5.780, 2.096, 0.034], [6.476, -0.303, -0.069], [4.591, 0.307, 0.997], [-1.900, -3.505, -2.285], [-2.620, -4.892, -1.619], [-1.693, -5.929, -1.154], [-3.885, -5.367, -2.171], [-3.059, -4.197, -0.161], [-2.221, -3.847, -3.702], [-3.391, -3.147, -4.194], [-1.835, -5.094, -4.308], [-1.102, -2.840, -4.337], [-1.415, 2.097, -2.972], [-2.335, 2.300, -2.802], [-1.134, 2.762, -3.600], [1.746, -3.413, 1.709], [1.769, -3.262, 2.654], [1.750, -4.366, 1.619], [-3.428, 1.730, 3.163], [-2.242, 1.648, 2.294], [-1.298, 2.841, 2.543], [-0.206, 2.610, 1.561], [0.435, 3.862, 1.312], [-1.652, 0.323, 2.554], [-4.168, 2.347, 2.653], [-3.243, 2.189, 4.134], [-3.878, 0.754, 3.346], [-2.670, 1.758, 1.298], [-0.854, 2.949, 3.532], [-1.906, 3.736, 2.407], [-0.196, 4.712, 1.053], [1.148, 3.737, 0.497], [1.167, 4.163, 2.063], [-1.287, 0.119, 3.474], [-2.427, -0.310, 2.693]],
  "forces_ev_per_angstrom": [[0.0, -0.1, 0.3], [0.8, 1.3, 4.2], [3.5, -3.6, -10.1], [-1.3, 2.3, 0.7], [-0.5, -0.6, 1.5], [-0.9, 0.2, -0.2], [1.1, 0.7, 8.5], [-1.1, -2.3, -2.1], [-1.1, 1.7, -2.1], [-1.3, 0.3, -0.3], [-0.4, -2.5, 5.5], [-0.5, -2.7, 4.4], [-1.1, 2.4, -1.3], [2.2, 1.7, 0.5], [0.5, -0.2, -1.6], [-0.7, 3.0, -9.6], [0.4, -1.3, 0.7], [-0.5, 0.3, 1.5], [0.6, 0.0, 0.3], [0.2, -0.5, 0.5], [-0.3, 0.0, 0.0], [0.2, 0.1, -0.2], [-0.2, 0.5, -0.3], [0.1, 0.1, 0.3], [0.0, -0.3, -0.2], [-1.9, 1.1, 1.0], [0.7, 0.2, 1.7], [0.6, -2.0, -1.5], [-1.3, 2.0, 0.9], [1.8, -0.1, -0.8], [0.5, -1.2, -1.4], [-0.3, 0.1, 0.3], [0.1, -0.1, 0.1], [-0.1, 0.1, -0.1], [0.9, -0.5, -0.5], [-0.1, -0.5, 0.2], [0.3, 0.3, -0.7], [-0.5, -0.3, 0.2], [-0.4, -0.3, -0.5], [-0.5, -0.1, 0.9], [1.1, 1.3, 0.4], [-0.5, -0.4, -1.1]],
  "lowdin_charge": [1.746, -0.285, 0.357, -0.296, -0.266, -0.225, 0.578, -0.287, -0.266, -0.265, -0.322, 0.618, -0.294, -0.267, -0.262, 0.387, -0.295, -0.255, -0.255, -0.071, 0.039, 0.047, -0.063, 0.035, 0.044, -0.081, -0.447, -0.142, -0.231, -0.118, 0.050, 0.093, 0.094, 0.087, 0.136, 0.135, 0.128, 0.092, 0.084, 0.093, 0.091, 0.062]
}

***

| no. | F_max (Eh/bohr) | calculated total energy (eV) | M (g/mol) |
| --- | --- | --- | --- |
| 1 | 0.0594 | -8801.3707 | 95.10 |
| 2 | 0.0091 | -349475.1879 | 1081.24 |
| 3 | 0.0686 | -157360.6091 | 514.07 |
| 4 | 0.2189 | -90830.4866 | 692.63 |